[1]
Computed, not measured: a structure of composition C33H45N5O3Ru at a distorted geometry, with wB97M-V/def2-TZVPD.

DFT total energy: -51087.248 eV
HOMO-LUMO gap (alpha / beta): 6.954 / 3.519 eV
HOMO level (alpha / beta): -19.09 / -19.08 eV
energy above the lowest of the compared OMol25 structures with the same formula, charge and spin: 0.000 eV

ORCA input file:
```
! wB97M-V def2-TZVPD RIJCOSX def2/J DEFGRID3
* xyz 4 5
Ru 1.00865 -0.20881 -1.12472
C -0.18728 0.78749 -5.66328
N 1.20568 0.97725 -5.23440
C 2.14632 1.46520 -6.25998
C 1.57723 0.71036 -4.01602
O 0.75322 0.32415 -3.12644
C 3.03780 0.83610 -3.63826
O 3.18885 0.30912 -2.32530
C 4.11002 1.01418 -1.50414
C 3.33024 1.59776 -0.34231
O 2.09477 1.28125 -0.22426
N 3.92281 2.38119 0.50616
C 5.32984 2.79056 0.32344
C 3.21566 2.94066 1.67108
H -0.73896 1.72393 -5.59173
H -0.66758 0.03444 -5.04891
H -0.18426 0.46506 -6.70131
H 1.60054 2.11083 -6.94272
H 2.56176 0.63455 -6.83011
H 2.95061 2.04881 -5.82254
H 3.31913 1.89085 -3.66296
H 3.66590 0.29085 -4.34424
H 4.60775 1.81069 -2.05786
H 4.87933 0.33082 -1.14002
H 5.96953 1.93586 0.11296
H 5.67259 3.25059 1.24462
H 5.41921 3.52565 -0.47610
H 2.24382 2.47458 1.77639
H 3.09376 4.01512 1.54334
H 3.81489 2.75830 2.56024
C -5.19372 2.23896 1.49792
C -4.03784 3.19471 1.15318
C -3.52071 3.86297 2.44010
C -4.54023 4.28246 0.19963
C -2.92887 2.37069 0.52771
C -2.62535 2.41858 -0.83446
C -1.60822 1.63735 -1.34259
N -0.89481 0.81203 -0.56758
C -1.17999 0.72069 0.75012
C -2.17528 1.48275 1.31237
C -0.34587 -0.24191 1.49960
C -0.58038 -0.62279 2.80128
C 0.25297 -1.53562 3.46004
C 1.33375 -2.03926 2.72512
C 1.50870 -1.65923 1.41733
N 0.69079 -0.77784 0.81236
C -0.02786 -1.92926 4.89436
C 0.95123 -2.99019 5.39775
C -1.46179 -2.48364 4.98426
C 0.09177 -0.66714 5.77058
H -6.01363 2.80871 1.93411
H -4.88957 1.47789 2.22021
H -5.57148 1.73264 0.60751
H -4.30092 4.50521 2.84569
H -2.64268 4.48104 2.24096
H -3.27198 3.13799 3.21696
H -5.24498 4.92249 0.72729
H -5.07772 3.86526 -0.65420
H -3.72592 4.91638 -0.15782
H -3.17212 3.06868 -1.50071
H -1.34765 1.66185 -2.39263
H -2.37866 1.41240 2.37041
H -1.43147 -0.20767 3.32082
H 2.03496 -2.73324 3.16389
H 2.32769 -2.05416 0.82772
H 0.90808 -3.90303 4.79908
H 0.68447 -3.26319 6.41702
H 1.97861 -2.62108 5.42856
H -1.58884 -3.35960 4.34436
H -2.21294 -1.74095 4.71009
H -1.66272 -2.78455 6.01171
H 1.07766 -0.20774 5.67653
H -0.05309 -0.94360 6.81417
H -0.66245 0.08037 5.51714
N 0.37127 -2.01640 -1.69146
C -0.00374 -3.05497 -2.00650
C -0.47019 -4.35253 -2.39950
C 0.48596 -5.41263 -2.54418
C 0.04865 -6.63879 -2.93184
C -1.34939 -6.84226 -3.17968
C -2.29929 -5.77494 -3.02537
C -1.86754 -4.54464 -2.64146
H 1.53532 -5.23015 -2.35308
H 0.74371 -7.45964 -3.05737
H -1.69708 -7.82467 -3.48692
H -3.35018 -5.95984 -3.21261
H -2.56029 -3.72233 -2.51856
*
```

[2]
Computed, not measured: a cluster of 2 separate species, C2H10N2O in total at a distorted geometry, with wB97M-V/def2-TZVPD.

DFT total energy: -7262.045 eV
HOMO-LUMO gap (alpha / beta): 1.981 / 9.858 eV
HOMO level (alpha / beta): 1.32 / -6.60 eV
energy above the lowest of the compared OMol25 structures with the same formula, charge and spin: 0.464 eV

ORCA input file:
```
! wB97M-V def2-TZVPD RIJCOSX def2/J DEFGRID3
* xyz -1 2
N 1.25902 1.30853 2.74706
C 0.13176 1.03522 1.82482
C 0.64131 0.62854 0.43855
N -0.27606 1.10953 -0.60264
H 0.89324 1.70306 3.60480
H 1.77152 2.08342 2.33205
H -0.52235 1.91559 1.78299
H -0.50694 0.23268 2.19278
H 1.58505 1.05091 0.23417
H 0.71764 -0.46227 0.48081
H 0.13044 0.82244 -1.50052
H -1.10214 0.50596 -0.65587
H -2.15470 -4.29559 -3.88726
H -0.92551 -4.07375 -4.70836
O -1.64227 -3.56427 -4.28337
*
```

[3]
Computed, not measured: an isolated molecule of CH3NO2S3 at a distorted geometry, with wB97M-V/def2-TZVPD.

DFT total energy: -39174.298 eV
HOMO-LUMO gap: 9.180 eV
HOMO level: -8.83 eV
energy above the lowest of the compared OMol25 structures with the same formula, charge and spin: 0.565 eV

ORCA input file:
```
! wB97M-V def2-TZVPD RIJCOSX def2/J DEFGRID3
* xyz 0 1
O -0.66270 1.57467 -0.40554
C -0.70390 0.42127 -0.05982
S -2.03229 -0.68366 0.13165
O -2.98970 0.55090 -0.01370
N 0.47096 -0.31525 0.18079
S 0.54404 -1.97655 -0.16285
S 1.98380 0.53787 0.07057
H -2.89555 1.04638 -0.82156
H 0.83692 -2.33345 1.01934
H 1.77254 1.46960 1.12227
*
```

[4]
Computed, not measured: a cluster of 7 separate species, C48H108N7O3 in total at a distorted geometry, with wB97M-V/def2-TZVPD.

DFT total energy: -68045.912 eV
HOMO-LUMO gap: 8.926 eV
HOMO level: -18.45 eV
energy above the lowest of the compared OMol25 structures with the same formula, charge and spin: 6.597 eV

ORCA input file:
```
! wB97M-V def2-TZVPD RIJCOSX def2/J DEFGRID3
* xyz 5 1
N 0.90565 -0.06263 -0.46433
O -0.16575 0.38376 -0.88041
O 1.61271 0.82962 -0.04062
O 1.26612 -1.22594 -0.44291
C -0.33743 -4.36604 0.16137
C -1.51291 -3.37956 0.45916
C -2.74657 -3.67346 -0.43457
N -3.78306 -2.51485 -0.36562
C -4.01343 -2.14592 1.12592
C -5.09760 -2.96549 -1.02811
C -4.87892 -2.70572 -2.59980
C -3.80052 -1.60324 -2.61956
C -3.51219 -1.24115 -1.22142
H 0.07031 -4.25906 -0.84381
H -0.71797 -5.38099 0.04655
H 0.31080 -4.27338 1.03275
H -1.19358 -2.35438 0.27168
H -1.72547 -3.26077 1.52161
H -3.17992 -4.62351 -0.12200
H -2.50939 -3.85060 -1.48360
H -4.95623 -1.60115 1.07636
H -3.24949 -1.43624 1.44349
H -4.02991 -3.06829 1.70648
H -5.95375 -2.43881 -0.60657
H -5.06980 -4.01775 -0.74514
H -5.75953 -2.24533 -3.04776
H -4.49817 -3.59099 -3.10914
H -4.09391 -0.82615 -3.32537
H -2.83193 -1.86435 -3.04587
H -4.23437 -0.47747 -0.93270
H -2.48950 -0.86652 -1.26451
C -6.43033 6.99432 0.39583
C -5.35217 6.02477 0.79286
C -5.88684 4.57806 0.98798
N -4.80702 3.45646 1.10888
C -5.29262 2.23466 1.91486
C -4.38264 2.89157 -0.26396
C -3.02601 2.21828 0.01006
C -2.47625 2.92639 1.22714
C -3.39440 4.01482 1.60506
H -7.14498 6.69447 -0.37062
H -5.89475 7.92660 0.21664
H -7.06310 7.17717 1.26431
H -4.87924 6.29170 1.73794
H -4.71098 5.99058 -0.08795
H -6.46040 4.33278 0.09414
H -6.54557 4.50911 1.85368
H -5.42398 2.45530 2.97418
H -4.63459 1.37138 1.81574
H -6.21732 2.07315 1.36082
H -5.18022 2.28502 -0.69298
H -4.32935 3.75252 -0.93032
H -3.36971 1.27482 0.43414
H -2.34773 2.29925 -0.83934
H -2.44751 2.14512 1.98669
H -1.41275 3.16173 1.18606
H -3.45036 3.83954 2.67943
H -3.08639 5.01466 1.29921
C 5.41659 -2.57325 -3.80719
C 3.94962 -2.23972 -3.52210
C 3.10044 -2.69633 -4.77149
N 1.59822 -2.15308 -4.78924
C 1.67217 -0.63248 -5.20000
C 0.72219 -2.55862 -3.56888
C 0.15209 -3.97452 -3.89588
C 0.34468 -4.24061 -5.43824
C 0.90964 -2.90384 -5.95413
H 6.02702 -2.46188 -2.91105
H 5.78331 -1.91702 -4.59649
H 5.36545 -3.56917 -4.24725
H 3.74159 -1.25730 -3.09823
H 3.69314 -2.96965 -2.75430
H 3.04604 -3.78394 -4.72416
H 3.58945 -2.40390 -5.70072
H 2.07717 -0.55483 -6.20897
H 2.30218 -0.19083 -4.42790
H 0.69802 -0.14747 -5.13740
H 0.11135 -1.69503 -3.30586
H 1.30968 -2.47390 -2.65466
H -0.92170 -4.11007 -3.76670
H 0.76996 -4.68432 -3.34586
H -0.57655 -4.55318 -5.92990
H 1.02656 -5.03407 -5.74408
H 0.12851 -2.22842 -6.30301
H 1.63413 -2.98431 -6.76451
C 0.03718 -0.34914 3.03685
C 0.08996 0.73462 4.09667
C 0.31008 0.07221 5.55532
N 0.39343 1.06822 6.79487
C -0.98293 1.62381 6.96366
C 1.38252 2.19807 6.53328
C 1.81292 2.59306 7.93244
C 1.83195 1.28631 8.67415
C 0.78861 0.36555 8.09475
H -0.76398 -1.08358 3.11952
H 0.95980 -0.92891 3.06454
H -0.13502 -0.05867 2.00046
H -0.92710 1.12126 4.16133
H 0.84729 1.51550 4.02754
H 1.34956 -0.25327 5.51476
H -0.30909 -0.75759 5.89615
H -1.14029 2.32585 7.78249
H -1.66038 0.79924 7.18550
H -1.25036 2.35079 6.19680
H 1.02069 3.07970 6.00422
H 2.23814 1.81497 5.97716
H 1.05160 3.23283 8.37873
H 2.72389 3.18143 8.04229
H 1.70846 1.44780 9.74502
H 2.84750 0.92607 8.50988
H -0.08621 0.19998 8.72355
H 1.29079 -0.56020 7.81386
C 7.47546 -5.40905 2.63417
C 6.56915 -4.81589 1.52730
C 5.75489 -3.68246 2.18043
N 4.65362 -3.20958 1.25662
C 3.64349 -4.33281 1.12221
C 3.93353 -2.03238 1.87707
C 4.85985 -0.89098 1.43846
C 5.20093 -1.14584 0.05873
C 5.06782 -2.64351 -0.13913
H 7.69487 -6.44362 2.37031
H 7.26517 -5.43348 3.70341
H 8.40316 -4.84518 2.73177
H 5.98956 -5.66359 1.16178
H 7.03893 -4.42513 0.62470
H 6.37450 -2.83040 2.46002
H 5.36631 -3.96325 3.15934
H 2.63436 -4.09696 0.78437
H 3.48987 -4.75626 2.11479
H 4.01826 -5.03786 0.38021
H 3.00222 -1.94858 1.31697
H 3.69677 -1.99016 2.94022
H 4.24001 -0.00275 1.56073
H 5.71785 -0.71815 2.08812
H 4.50772 -0.65633 -0.62533
H 6.22099 -0.81728 -0.14036
H 4.24579 -2.91259 -0.80245
H 5.89453 -3.22561 -0.54633
C -2.34100 1.04419 -4.63061
C -1.54162 2.41128 -4.54470
C -0.51652 2.52402 -3.45068
N 0.22623 3.89540 -3.34767
C 1.03505 4.26569 -4.60533
C 1.22427 3.80154 -2.18437
C 0.58779 4.62539 -1.05657
C -0.02551 5.79454 -1.76973
C -0.63310 5.16529 -3.01587
H -1.70189 0.19462 -4.87116
H -3.03814 1.08515 -5.46751
H -2.95174 0.96708 -3.73108
H -2.40058 3.03548 -4.29841
H -1.12842 2.49754 -5.54965
H 0.21627 1.72929 -3.59038
H -0.99173 2.41784 -2.47549
H 1.51501 5.22692 -4.42156
H 0.45275 4.37591 -5.52013
H 1.80862 3.54887 -4.88073
H 2.23755 4.13406 -2.40972
H 1.15331 2.74452 -1.92791
H 1.31978 4.99266 -0.33728
H -0.16333 4.10893 -0.45890
H 0.58260 6.67751 -1.96637
H -0.90564 6.14159 -1.22842
H -0.57003 5.78000 -3.91378
H -1.68666 4.96233 -2.82370
*
```

[5]
Computed, not measured: a structure of composition C7H12S at a distorted geometry, with wB97M-V/def2-TZVPD.

DFT total energy: -18283.138 eV
HOMO-LUMO gap: 8.452 eV
HOMO level: -8.36 eV
energy above the lowest of the compared OMol25 structures with the same formula, charge and spin: 6.094 eV

ORCA input file:
```
! wB97M-V def2-TZVPD RIJCOSX def2/J DEFGRID3
* xyz 0 1
C 0.80758 -2.13389 0.10782
C -0.15025 -1.11925 0.78590
C -1.60163 -1.07143 -0.01730
C -1.41169 -0.26889 -1.30050
C -0.52837 0.75012 -0.85530
C -1.22119 1.71959 0.09370
C 0.54039 0.17555 0.23660
H 1.78194 -1.77137 0.49531
H 0.52795 -3.08154 0.34597
H 0.58924 -1.96563 -0.98721
H -0.62794 -1.33742 1.85938
H -2.17296 -1.98363 -0.18579
H -2.30786 -0.47465 0.53643
H -2.26011 0.37335 -1.90909
H -1.08360 -1.03302 -1.95662
H -0.06867 1.35851 -1.69062
H -2.47902 1.70613 -0.35257
H -0.28651 2.59277 -0.10688
H -1.13377 1.61772 1.51987
S 1.93201 0.98050 0.50789
*
```

[6]
Computed, not measured: a cluster of 2 separate species, C6H8NO5P in total at a distorted geometry, with wB97M-V/def2-TZVPD.

DFT total energy: -27365.827 eV
HOMO-LUMO gap: 6.344 eV
HOMO level: 0.04 eV
energy above the lowest of the compared OMol25 structures with the same formula, charge and spin: 1.853 eV

ORCA input file:
```
! wB97M-V def2-TZVPD RIJCOSX def2/J DEFGRID3
* xyz -2 1
C -1.83984 -2.50359 1.10063
C 2.65346 0.32053 -0.32674
C -1.97611 0.91854 -0.74488
C -0.29023 2.19262 0.48223
C 1.57281 -0.41814 -0.99942
C -0.30416 -0.32348 0.38880
N -0.89427 0.97340 0.16343
O 3.57769 -0.49873 0.03239
O -2.40916 -0.26257 -0.99823
O 2.70470 1.54265 -0.05754
O -2.52356 1.91462 -1.22945
O 1.95673 -1.71903 -1.11748
P -1.32427 -1.69910 -0.30898
H -2.40351 -3.33106 0.91136
H -1.92209 -2.29232 2.15834
H -0.84294 2.84931 -0.14265
H -0.37168 2.28771 1.55977
H 0.77815 2.15638 0.25966
H 0.97270 -0.11356 -1.81670
H -0.02143 -0.48859 1.39383
H 2.90703 -1.50559 -0.70838
*
```

[7]
Computed, not measured: a structure of composition C5H8N2, with wB97M-V/def2-TZVPD.

DFT total energy: -8290.422 eV
HOMO-LUMO gap: 7.809 eV
HOMO level: -7.52 eV
energy above the lowest of the compared OMol25 structures with the same formula, charge and spin: 4.574 eV

ORCA input file:
```
! wB97M-V def2-TZVPD RIJCOSX def2/J DEFGRID3
* xyz 0 1
C -2.10879 1.42364 -0.84358
C -0.64524 -0.03617 -0.19363
C 0.47974 0.48566 0.43952
C 1.26457 -0.68778 0.43463
N 2.48195 -0.89163 1.10595
C 0.58673 -1.64760 -0.34641
N -0.59137 -1.16183 -0.83500
H -2.63744 1.05966 0.03208
H -1.71781 2.42880 -0.68267
H -2.75555 1.35857 -1.72248
H 0.60925 1.40526 0.99084
H 2.52930 -1.79460 1.56056
H 2.68263 -0.16625 1.78170
H 0.87932 -2.67372 -0.53814
H -1.20934 0.83386 -1.22787
*
```

[8]
Computed, not measured: a structure of composition C46H35B2BrCl2F4ILaN12O7 at a distorted geometry, with wB97M-V/def2-TZVPD.

DFT total energy: -196759.832 eV
HOMO-LUMO gap (alpha / beta): 6.230 / 4.587 eV
HOMO level (alpha / beta): -7.75 / -7.27 eV

ORCA input file:
```
! wB97M-V def2-TZVPD RIJCOSX def2/J DEFGRID3
* xyz 0 1
La 0.03814 1.48965 1.02545
C -0.72836 2.62595 -4.27075
C -0.75336 1.98835 -2.91935
N 0.33284 1.23965 -2.49745
O 1.47724 1.62885 -3.19075
B 2.73484 0.93815 -2.81255
F 3.14244 0.10815 -3.86015
F 3.74174 1.83385 -2.59465
O 2.50904 0.20115 -1.54875
N 1.35364 -0.56125 -1.39985
C 0.25824 -0.24825 -2.36105
C 0.34834 -0.85255 -3.77305
C -1.01196 -0.72455 -1.66615
N -1.15216 -0.22915 -0.49785
O -2.28296 -0.50225 0.23655
B -3.34416 0.53405 -0.04375
F -4.31346 0.40685 0.89265
F -3.82356 0.35325 -1.32445
O -2.67186 1.88575 0.08705
N -1.57866 2.00165 -0.74665
C -1.80656 2.23725 -2.03365
C -3.09166 2.83895 -2.51545
C -1.95676 -1.68795 -2.30405
H 0.09954 2.24605 -4.86315
H -0.60936 3.70515 -4.18395
H -1.67166 2.43465 -4.78315
H 1.17924 -0.43375 -4.33305
H -0.56616 -0.59755 -4.30485
H 0.44864 -1.93575 -3.75375
H -3.74086 3.01355 -1.66035
H -3.60016 2.16995 -3.20635
H -2.89906 3.78645 -3.01515
H -1.43956 -2.53435 -2.75225
H -2.54826 -1.19375 -3.07385
H -2.64656 -2.03595 -1.53765
Cl -1.23556 3.81245 7.72445
C -0.93496 3.83485 6.03235
C -0.31806 2.75585 5.43575
C -0.09766 2.73765 4.05175
N 0.60304 1.79615 3.36955
C 1.22444 0.73485 3.93485
O 0.99394 0.20885 5.01775
C 2.33014 0.22035 3.04105
C 3.10044 -0.86475 3.44845
C 4.12634 -1.30265 2.62835
C 4.39264 -0.59195 1.47025
C 3.59134 0.49785 1.15595
N 2.55604 0.87785 1.89245
C -0.56816 3.85285 3.25495
C -1.13596 4.96165 3.90565
C -1.32426 4.95095 5.26805
Cl -2.07336 6.28765 6.03925
N -0.35396 3.75265 1.92715
C -0.67316 4.69565 1.00215
O -1.53836 5.55285 1.05345
C 0.29754 4.61475 -0.15255
C 0.44774 5.69265 -1.01785
C 1.51344 5.70335 -1.90475
C 2.42734 4.66445 -1.84935
C 2.18124 3.61495 -0.97505
N 1.12504 3.55635 -0.17595
H 0.00614 1.91585 6.03075
H 2.87074 -1.34855 4.38555
H 4.71094 -2.17085 2.89365
H 5.19714 -0.87695 0.81175
H 3.79604 1.07505 0.26475
H -1.46066 5.80235 3.31315
H -0.26046 6.50415 -0.96865
H 1.64774 6.52365 -2.59275
H 3.31094 4.64035 -2.46545
H 2.87674 2.79515 -0.89525
Br -1.92446 -5.08575 -5.72005
C -1.13866 -5.72305 -4.10355
C -1.68026 -5.33075 -2.88945
C -1.06226 -5.71055 -1.71765
C 0.08294 -6.51775 -1.75115
C 0.56674 -6.96325 -2.98625
C -0.02396 -6.54645 -4.15945
N 0.64244 -7.01845 -0.58965
N 0.89374 -6.37105 0.43135
C 0.90414 -5.00295 0.52505
C 0.50904 -4.44305 1.74255
C 0.45054 -3.08735 1.91185
C 0.74244 -2.14215 0.89085
O 0.65714 -0.90055 1.11765
C 1.22244 -2.70805 -0.35845
N 1.69024 -1.92825 -1.39135
C 2.49454 -2.40945 -2.33945
C 2.82464 -3.75145 -2.39175
C 2.25264 -4.61205 -1.48795
C 1.40824 -4.12425 -0.47685
H -2.57466 -4.72575 -2.85965
H -1.47676 -5.40895 -0.76675
H 1.42684 -7.61325 -3.01265
H 0.37504 -6.85995 -5.11205
H 0.21814 -5.11225 2.53755
H 0.16924 -2.67885 2.86915
H 2.90284 -1.71225 -3.05295
H 3.50984 -4.09735 -3.14615
H 2.50564 -5.66025 -1.51285
I -3.80696 3.45595 2.43745
C -3.08446 1.72615 3.36755
C -3.68616 1.36015 4.56415
C -3.28466 0.18465 5.16655
C -2.33606 -0.59585 4.52285
C -1.78516 -0.13035 3.34445
N -2.11836 1.03615 2.78295
H -4.44776 1.98565 5.00205
H -3.71956 -0.12365 6.10535
H -2.02496 -1.54145 4.93205
H -1.05356 -0.72045 2.80545
*
```